# 1
# C23H40N2O3

The molecule C23H40N2O3 (ωB97M-V with the def2-TZVPD basis set, OMol25).

Results
charge = 0
total energy = -33623.227 eV
structure (SMILES) = C=CCOC[C@@H](C(=O)N1CC2(CCCN(C(=O)[C@H](C)C(C)C)C2)C1)C(C)(C)C

Element x y z (Å)
1 C -1.325 -1.051 5.758
2 C -0.613 -0.351 4.888
3 C -1.181 0.299 3.667
4 O -0.454 -0.135 2.527
5 C -0.208 0.892 1.575
6 C 0.587 0.266 0.445
7 C -0.281 -0.820 -0.171
8 O -1.338 -0.570 -0.734
9 N 0.197 -2.086 -0.089
10 C 0.949 -2.715 1.018
11 C -0.126 -3.828 1.058
12 C 0.316 -5.278 1.061
13 C -0.901 -6.203 1.000
14 C -1.897 -5.865 2.107
15 N -2.266 -4.455 2.052
16 C -3.512 -4.107 1.599
17 O -4.344 -4.963 1.340
18 C -3.868 -2.622 1.529
19 C -4.286 -2.212 2.947
20 C -4.964 -2.377 0.483
21 C -4.472 -2.743 -0.916
22 C -5.418 -0.918 0.495
23 C -1.123 -3.572 2.186
24 C -0.659 -3.263 -0.281
25 C 1.094 1.281 -0.618
26 C 1.675 0.498 -1.800
27 C 2.215 2.125 0.000
28 C -0.013 2.209 -1.123
29 H -0.874 -1.482 6.641
30 H -2.389 -1.205 5.619
31 H 0.453 -0.210 5.038
32 H -2.244 0.061 3.553
33 H -1.092 1.388 3.761
34 H -1.155 1.292 1.197
35 H 0.356 1.705 2.046
36 H 1.478 -0.198 0.879
37 H 1.932 -3.063 0.695
38 H 1.027 -2.101 1.915
39 H 0.983 -5.464 0.215
40 H 0.890 -5.479 1.973
41 H -1.402 -6.092 0.034
42 H -0.592 -7.246 1.083
43 H -2.804 -6.457 2.027
44 H -1.440 -6.056 3.085
45 H -3.004 -2.023 1.229
46 H -3.521 -2.490 3.675
47 H -4.446 -1.137 3.019
48 H -5.213 -2.718 3.227
49 H -5.811 -3.020 0.735
50 H -3.645 -2.091 -1.213
51 H -4.145 -3.782 -0.967
52 H -5.272 -2.613 -1.647
53 H -4.567 -0.249 0.335
54 H -6.132 -0.741 -0.312
55 H -5.906 -0.638 1.429
56 H -0.633 -3.777 3.146
57 H -1.423 -2.527 2.208
58 H -1.719 -3.022 -0.343
59 H -0.361 -3.846 -1.156
60 H 0.899 -0.063 -2.324
61 H 2.134 1.184 -2.514
62 H 2.441 -0.207 -1.467
63 H 1.857 2.750 0.819
64 H 3.023 1.494 0.379
65 H 2.637 2.789 -0.757
66 H -0.391 2.856 -0.327
67 H 0.390 2.858 -1.904
68 H -0.847 1.642 -1.532



# 2
# C5H23N2O6

A cluster of 6 separate species, C5H23N2O6 in total in a non-equilibrium geometry (ωB97M-V with the def2-TZVPD basis set, OMol25).

Results
charge = -1
total energy = -20824.311 eV

Element x y z (Å)
1 C 0.655 1.894 -0.223
2 N 0.163 2.048 1.156
3 C 1.224 1.740 2.142
4 C 0.336 0.524 -0.909
5 C 1.272 0.361 -2.131
6 N 0.437 -0.575 0.063
7 C 0.376 -1.966 -0.560
8 O 1.587 -2.413 -0.856
9 H 1.750 2.097 -0.287
10 H 0.196 2.668 -0.821
11 H -0.654 1.458 1.304
12 H 1.913 2.609 2.230
13 H 1.853 0.833 1.925
14 H 0.803 1.598 3.098
15 H -0.719 0.584 -1.250
16 H 2.314 0.114 -1.783
17 H 1.278 1.195 -2.793
18 H 0.984 -0.546 -2.756
19 H 1.401 -0.536 0.493
20 H -0.303 -1.926 -1.417
21 H -0.108 -2.653 0.224
22 H -2.110 2.093 -2.392
23 H -3.134 1.420 -1.632
24 O -2.993 1.805 -2.509
25 H -2.300 -2.231 -0.296
26 H -2.254 -1.754 1.172
27 O -2.922 -1.909 0.425
28 H 2.548 -1.824 -0.018
29 H 3.559 -2.146 1.154
30 O 3.243 -1.392 0.717
31 H -0.573 -2.206 2.273
32 H -0.533 -0.780 1.707
33 O -1.033 -1.408 2.280
34 H -2.099 0.800 0.292
35 H -3.164 -0.280 0.035
36 O -2.996 0.706 -0.057



# 3
# C5H10O

The molecule C5H10O (ωB97M-V with the def2-TZVPD basis set, OMol25).

Results
charge = 0
total energy = -7393.116 eV
structure (SMILES) = CO[C@H]1C[C@H]1C

Element x y z (Å)
1 C -0.029 0.967 -1.890
2 O 0.690 1.046 -0.670
3 C 0.941 -0.239 -0.194
4 C 1.187 -0.508 1.252
5 C -0.141 -0.880 0.632
6 C -1.327 -0.030 1.038
7 H -0.832 1.710 -1.890
8 H -0.482 -0.025 -2.017
9 H 0.637 1.153 -2.742
10 H 1.528 -0.845 -0.886
11 H 1.195 0.314 1.962
12 H 1.888 -1.307 1.471
13 H -0.354 -1.934 0.465
14 H -2.043 0.134 0.223
15 H -0.998 0.955 1.382
16 H -1.860 -0.511 1.864



# 4
# C3H9NO2S

A cluster of 2 separate species, C3H9NO2S in total (ωB97M-V with the def2-TZVPD basis set, OMol25).

Results
charge = -2
total energy = -19676.065 eV

Element x y z (Å)
1 C -0.576 -0.882 0.456
2 O -1.965 -0.925 0.634
3 C -0.075 0.408 -0.202
4 C 1.459 0.492 -0.077
5 S 2.242 1.916 -0.939
6 N -0.534 0.501 -1.606
7 H -0.061 -0.979 1.424
8 H -0.247 -1.729 -0.173
9 H -0.503 1.249 0.357
10 H 1.862 -0.460 -0.454
11 H 1.702 0.522 0.989
12 H 0.129 1.162 -2.030
13 H -0.331 -0.414 -2.013
14 H -2.165 -1.723 1.298
15 H -2.298 -2.386 3.131
16 O -2.425 -2.806 2.275



In order of appearance, energy relative to the best compared isomer or geometry (same formula, charge and spin) = 171.4; 122.0; 159.1; 0.0 kJ/mol.
In order of appearance, E_HOMO = -8.99; -4.70; -9.30; -0.06 eV.